Computed, not measured: a molecular structure, C5H8O, with wB97M-V/def2-TZVPD.

Each line ends with the Mulliken charge.
Element x y z (Å)
C: -1.2414 -0.9997 -0.6704  -0.75
C: -1.5356 0.4887 -0.6291  -0.74
C: -0.1648 -0.0219 -0.3493  0.82
C: 0.6935 0.1082 0.8981  -0.42
C: 1.8281 0.3513 -0.1087  -0.34
O: 0.9308 0.2183 -1.2259  -0.47
H: -1.2095 -1.4733 -1.6475  0.24
H: -1.6258 -1.6315 0.1267  0.25
H: -2.1244 0.8830 0.1956  0.25
H: -1.6958 0.9893 -1.5798  0.24
H: 0.7854 -0.7997 1.4979  0.24
H: 0.4526 0.9546 1.5446  0.24
H: 2.2916 1.3439 -0.0748  0.23
H: 2.6166 -0.4099 -0.1280  0.23

For the maximum force, the calculation gives 0.37 eV/Å. Its net charge is 0. For the orbital gap, the calculation gives 10.1898 eV. The energy relative to the best compared isomer or geometry (same formula, charge and spin) is 205.4 kJ/mol. The LUMO energy is 1.2 eV.